[1]
{"formula": "C27H37Cl5N5O5SYb", "method": "the ωB97M-V functional and the def2-TZVPD basis", "de_lowest_ev": 0.371, "total_charge": 2, "orbital_gap_ha": [0.2306, 0.1555], "e_homo_ev": [-11.2918, -11.2489], "s2": 0.783, "multiplicity": 2, "lumo_energy_ev": [-5.02, -7.02], "species": ["Yb", "C", "N", "C", "C", "O", "C", "O", "C", "C", "O", "N", "C", "C", "H", "H", "H", "H", "H", "H", "H", "H", "H", "H", "H", "H", "H", "H", "H", "H", "Cl", "C", "C", "C", "Cl", "C", "Cl", "C", "Cl", "C", "Cl", "N", "C", "C", "C", "N", "C", "C", "N", "C", "H", "H", "H", "H", "H", "H", "H", "H", "H", "H", "H", "H", "H", "H", "H", "H", "O", "C", "O", "C", "C", "C", "C", "S", "C", "C", "H", "H", "H", "H", "H"], "coordinates": [[12.143, 12.375, 11.564], [9.156, 8.956, 14.143], [10.023, 9.923, 14.869], [10.063, 9.742, 16.313], [10.682, 10.786, 14.092], [10.542, 10.898, 12.852], [11.650, 11.724, 14.865], [12.500, 12.357, 13.925], [13.090, 13.550, 14.387], [12.597, 14.716, 13.492], [12.691, 14.572, 12.249], [12.105, 15.795, 14.051], [12.293, 16.066, 15.500], [11.374, 16.773, 13.263], [8.137, 9.299, 14.079], [9.185, 8.021, 14.704], [9.568, 8.882, 13.095], [9.742, 8.696, 16.454], [9.353, 10.389, 16.860], [11.092, 9.927, 16.751], [12.218, 11.108, 15.659], [11.108, 12.523, 15.436], [14.155, 13.402, 14.218], [12.958, 13.699, 15.469], [11.970, 17.082, 15.760], [13.331, 15.944, 15.863], [11.667, 15.352, 16.086], [12.114, 17.456, 12.779], [10.661, 17.334, 13.882], [10.799, 16.348, 12.361], [14.205, 10.538, 12.146], [14.911, 9.778, 10.774], [14.207, 9.926, 9.543], [14.719, 9.406, 8.383], [14.064, 9.666, 6.786], [15.858, 8.549, 8.516], [16.424, 7.652, 7.172], [16.564, 8.445, 9.689], [17.848, 7.352, 9.902], [16.154, 9.175, 10.802], [17.053, 9.182, 12.290], [11.663, 12.713, 5.432], [11.741, 13.549, 6.689], [10.754, 12.998, 7.748], [10.716, 13.882, 8.965], [10.299, 13.052, 10.157], [12.017, 14.650, 9.091], [13.291, 13.883, 8.728], [13.528, 12.691, 9.522], [13.269, 13.659, 7.188], [10.704, 12.531, 5.038], [12.076, 11.799, 5.645], [12.296, 13.126, 4.741], [11.342, 14.541, 6.450], [11.159, 12.015, 8.024], [9.770, 12.927, 7.251], [9.855, 14.632, 8.868], [9.798, 12.239, 9.792], [9.582, 13.617, 10.659], [12.111, 14.935, 10.143], [11.985, 15.589, 8.537], [14.103, 14.618, 8.899], [14.420, 12.713, 9.892], [13.417, 11.767, 9.064], [13.835, 12.753, 6.891], [13.631, 14.496, 6.632], [4.991, 7.821, 9.043], [6.135, 7.897, 8.216], [5.919, 7.636, 7.071], [7.390, 8.454, 8.755], [7.687, 8.762, 10.089], [9.001, 9.232, 10.349], [9.972, 9.375, 9.322], [11.568, 9.741, 9.766], [9.565, 9.214, 7.979], [8.322, 8.710, 7.743], [5.088, 7.676, 9.994], [6.974, 8.589, 10.886], [9.313, 9.560, 11.328], [10.238, 9.549, 7.160], [8.089, 8.532, 6.709]], "forces_ev_per_angstrom": [[0.08, -1.28, -0.25], [1.14, 0.25, -0.79], [-0.60, -0.48, -1.59], [0.78, 0.19, 0.78], [0.29, 0.86, 0.91], [0.38, 0.21, 1.02], [-0.15, -0.62, 1.17], [-0.58, -0.33, 0.37], [0.91, 0.64, 0.16], [0.73, -0.53, 0.04], [-0.58, -0.37, 0.55], [-0.35, 0.27, 1.04], [-0.49, -0.62, 0.76], [-0.02, 0.77, -2.19], [-0.44, 0.25, 0.08], [0.03, -0.03, -0.43], [-0.51, -0.38, 1.39], [0.47, 0.55, 0.43], [0.22, -0.17, -0.43], [-1.22, -0.47, -0.56], [-0.46, 1.00, -1.43], [0.04, -0.82, -0.47], [0.25, 0.41, 0.03], [-0.18, -0.10, -0.49], [0.09, -0.36, -0.39], [-0.43, 0.13, -0.62], [0.30, 0.64, -0.30], [-0.67, -0.17, 0.53], [0.44, -0.26, -0.10], [0.89, 0.08, 1.65], [-0.01, 0.34, 1.36], [0.02, -0.29, -3.82], [0.35, 0.96, 0.63], [1.77, -1.26, 2.42], [-0.43, 0.29, -0.15], [-0.65, 0.47, -1.47], [0.08, -0.26, -0.43], [-0.08, 0.16, 0.63], [0.52, -0.24, -0.25], [-0.86, 0.14, 1.57], [0.08, -0.09, -0.28], [-0.01, -0.42, 0.07], [0.01, 0.38, 1.22], [0.75, -0.60, -1.52], [-2.03, 1.10, -0.11], [-0.64, 0.98, -0.28], [0.26, -0.10, 1.63], [0.34, 1.19, -1.24], [-2.60, 0.39, -0.75], [-1.98, -1.28, -0.39], [1.05, 0.55, 0.40], [-0.03, -0.20, 0.05], [-0.39, -0.02, -0.31], [0.40, -0.09, -0.43], [-0.44, -0.20, 0.10], [0.23, -0.34, 0.47], [1.33, -0.73, -0.28], [0.01, 0.05, 0.27], [0.68, -0.74, -0.34], [0.01, 0.27, -0.11], [-0.13, -0.07, -0.16], [-0.22, -0.57, 0.08], [2.34, -0.24, 0.70], [0.34, -0.02, 0.22], [-0.26, 0.37, 0.23], [0.73, 0.64, -0.09], [1.16, -0.05, -0.46], [-3.43, -0.29, 0.79], [0.91, 0.14, 0.17], [0.63, -0.07, 0.02], [1.39, 0.14, -0.54], [-1.28, -0.38, -0.45], [-1.04, 0.31, 0.83], [0.10, 0.46, -0.82], [0.78, 0.42, 0.18], [0.37, 0.30, -0.64], [0.52, 0.17, -0.22], [0.05, 0.18, -0.02], [-0.08, -0.25, 0.14], [-0.40, -0.74, 0.66], [-0.59, -0.19, -0.11]]}



[2]
{"formula": "C27H37ClFN6OS", "method": "the ωB97M-V functional and the def2-TZVPD basis", "total_charge": 1, "orbital_gap_ha": 0.2567, "e_homo_ev": -9.9316, "lumo_energy_ev": -2.95, "species": ["O", "C", "Cl", "C", "C", "C", "N", "C", "C", "C", "F", "C", "N", "C", "C", "C", "S", "H", "H", "H", "H", "H", "H", "H", "H", "H", "H", "H", "H", "H", "H", "H", "H", "H", "N", "C", "C", "C", "C", "H", "H", "H", "H", "H", "N", "C", "C", "C", "C", "H", "H", "H", "H", "H", "N", "C", "C", "C", "C", "H", "H", "H", "H", "H", "N", "C", "C", "C", "C", "H", "H", "H", "H", "H"], "coordinates": [[0.800, -1.983, 3.205], [1.463, -2.146, 2.228], [3.145, -2.604, 2.324], [0.936, -1.952, 0.812], [0.116, -0.710, 0.746], [-1.211, -0.605, 0.974], [-1.546, 0.710, 0.836], [-2.890, 1.292, 0.984], [-3.513, 0.980, 2.343], [-2.540, 1.118, 3.495], [-1.998, 2.402, 3.460], [-0.461, 1.402, 0.538], [0.571, 0.563, 0.467], [1.967, 0.865, 0.139], [2.613, 1.865, 1.086], [2.731, 1.381, 2.527], [3.854, 2.425, 3.506], [1.755, -1.944, 0.099], [0.305, -2.804, 0.562], [-1.922, -1.375, 1.217], [-2.798, 2.365, 0.848], [-3.503, 0.868, 0.189], [-3.992, 0.001, 2.368], [-4.309, 1.712, 2.487], [-3.057, 0.986, 4.444], [-1.722, 0.398, 3.442], [-0.437, 2.466, 0.382], [2.036, 1.251, -0.879], [2.534, -0.062, 0.152], [2.115, 2.837, 1.052], [3.627, 2.029, 0.714], [3.204, 0.400, 2.568], [1.772, 1.377, 3.041], [3.097, 3.527, 3.502], [-4.197, 1.713, -2.416], [-5.441, 2.270, -2.254], [-6.329, 1.516, -2.972], [-5.593, 0.465, -3.587], [-4.281, 0.614, -3.226], [-3.347, 2.059, -2.014], [-5.587, 3.147, -1.647], [-7.387, 1.694, -3.048], [-5.991, -0.306, -4.227], [-3.404, 0.038, -3.473], [-4.385, -2.781, -3.570], [-3.949, -3.264, -4.773], [-3.443, -4.519, -4.563], [-3.584, -4.807, -3.178], [-4.170, -3.715, -2.594], [-4.799, -1.878, -3.422], [-4.036, -2.678, -5.672], [-3.025, -5.163, -5.318], [-3.295, -5.713, -2.674], [-4.457, -3.528, -1.573], [2.329, 4.212, -2.152], [1.042, 3.734, -2.137], [0.435, 4.131, -3.299], [1.389, 4.871, -4.044], [2.544, 4.903, -3.311], [3.010, 4.085, -1.427], [0.678, 3.162, -1.303], [-0.580, 3.916, -3.589], [1.242, 5.328, -5.007], [3.497, 5.358, -3.516], [7.444, -3.971, 2.900], [8.405, -4.026, 3.871], [7.808, -3.750, 5.072], [6.429, -3.521, 4.816], [6.237, -3.665, 3.469], [7.602, -4.132, 1.924], [9.428, -4.257, 3.628], [8.303, -3.718, 6.027], [5.669, -3.280, 5.540], [5.342, -3.574, 2.878]], "forces_ev_per_angstrom": [[0.35, -0.06, -0.53], [-0.54, 0.10, 0.64], [-0.03, 0.00, -0.05], [0.32, 0.28, -0.13], [-0.23, -0.36, -0.13], [-0.25, -0.26, 0.00], [-0.45, 0.42, 0.02], [-0.17, -0.47, 0.10], [-0.01, 0.30, 0.12], [-0.26, -0.07, 0.01], [0.13, -0.04, -0.06], [0.32, 0.02, -0.04], [0.41, -0.50, 0.02], [0.38, 0.72, -0.18], [0.28, -0.15, 0.17], [0.14, 0.57, 0.11], [0.13, -0.09, 0.01], [-0.02, -0.06, -0.03], [-0.03, -0.06, 0.09], [-0.08, 0.06, 0.01], [0.10, 0.03, -0.05], [-0.07, 0.18, -0.07], [0.14, -0.11, -0.04], [-0.08, -0.06, -0.01], [0.04, 0.05, 0.05], [0.10, 0.04, 0.03], [0.06, 0.03, 0.03], [-0.27, -0.08, -0.06], [-0.15, -0.09, 0.12], [-0.11, 0.00, -0.03], [-0.02, 0.05, -0.08], [-0.19, -0.13, 0.02], [-0.09, -0.34, -0.06], [-0.10, 0.08, -0.01], [0.03, -0.02, 0.14], [0.03, -0.05, -0.01], [0.03, -0.04, 0.06], [-0.05, -0.03, 0.01], [0.04, -0.03, 0.01], [0.01, 0.14, -0.10], [0.00, 0.03, -0.04], [-0.01, 0.00, -0.01], [-0.04, 0.07, -0.07], [0.00, 0.03, -0.07], [0.03, -0.03, 0.00], [0.02, 0.03, 0.03], [0.01, -0.01, 0.01], [0.03, 0.01, 0.00], [0.05, 0.06, 0.02], [-0.07, -0.03, 0.05], [-0.01, -0.01, -0.01], [-0.01, -0.01, -0.01], [-0.01, -0.02, 0.00], [-0.04, -0.02, 0.00], [-0.02, -0.08, 0.02], [0.17, 0.09, -0.04], [-0.10, -0.09, 0.03], [0.01, 0.01, 0.00], [0.00, 0.00, 0.01], [0.01, 0.05, 0.01], [-0.03, 0.02, 0.00], [0.00, 0.00, -0.01], [0.00, 0.00, -0.01], [0.00, 0.01, -0.01], [-0.02, 0.02, 0.01], [0.00, 0.00, -0.02], [-0.01, 0.00, 0.01], [0.00, 0.02, 0.00], [0.01, 0.03, 0.00], [0.01, -0.02, -0.01], [0.01, 0.00, 0.01], [0.00, 0.00, 0.01], [0.00, -0.01, 0.01], [0.18, -0.13, 0.00]]}



[3]
{"formula": "C27H37CoN6OS3Si2Te", "method": "the ωB97M-V functional and the def2-TZVPD basis", "total_charge": 0, "orbital_gap_ha": [0.1999, 0.1996], "e_homo_ev": [-6.0977, -6.8056], "s2": 6.110, "multiplicity": 5, "lumo_energy_ev": [-0.66, -1.37], "species": ["Co", "N", "C", "C", "C", "C", "C", "C", "S", "N", "C", "C", "C", "C", "C", "C", "N", "H", "H", "H", "H", "H", "H", "H", "H", "H", "C", "C", "S", "C", "C", "S", "H", "H", "H", "H", "H", "H", "C", "Si", "C", "C", "C", "Te", "C", "Si", "C", "C", "C", "H", "H", "H", "H", "H", "H", "H", "H", "H", "H", "H", "H", "H", "H", "H", "H", "H", "H", "H", "H", "H", "H", "O", "N", "C", "C", "N", "C", "N"], "coordinates": [[-0.454, 0.032, -0.523], [-2.641, -1.794, -3.461], [-3.607, -2.678, -2.982], [-4.713, -3.038, -3.740], [-5.666, -3.895, -3.215], [-5.540, -4.380, -1.924], [-4.440, -4.030, -1.159], [-3.467, -3.201, -1.694], [-1.974, -2.834, -0.824], [-1.702, -1.236, -1.355], [-2.033, -0.901, -2.585], [-1.811, 0.459, -2.945], [-2.242, 1.047, -4.149], [-1.983, 2.370, -4.393], [-1.365, 3.129, -3.395], [-0.983, 2.499, -2.226], [-1.149, 1.202, -2.005], [-2.807, -1.442, -4.393], [-4.821, -2.664, -4.748], [-6.513, -4.184, -3.818], [-6.294, -5.036, -1.518], [-4.320, -4.408, -0.156], [-2.768, 0.463, -4.887], [-2.254, 2.824, -5.333], [-1.182, 4.180, -3.531], [-0.499, 3.059, -1.438], [-0.129, -3.312, 2.674], [-0.484, -2.023, 1.990], [0.566, -1.550, 0.715], [-1.583, -1.269, 2.304], [-2.476, -1.592, 3.463], [-2.029, 0.123, 1.401], [0.810, -3.690, 2.274], [-0.913, -4.045, 2.480], [-0.027, -3.196, 3.753], [-2.055, -2.368, 4.095], [-3.447, -1.921, 3.095], [-2.631, -0.691, 4.053], [4.502, 1.289, -3.227], [5.414, 0.101, -2.055], [4.865, -1.711, -2.325], [7.310, 0.193, -2.291], [5.095, 0.701, -0.257], [3.146, 0.299, 0.528], [3.801, -1.710, 1.054], [3.992, -1.507, 2.944], [2.400, -0.806, 3.740], [4.446, -3.188, 3.716], [5.354, -0.223, 3.312], [4.728, 1.082, -4.268], [4.778, 2.320, -3.027], [3.426, 1.204, -3.093], [4.860, -1.943, -3.386], [3.856, -1.877, -1.956], [5.523, -2.429, -1.845], [7.602, -0.222, -3.250], [7.839, -0.361, -1.521], [7.667, 1.217, -2.259], [5.229, 1.783, -0.220], [5.809, 0.261, 0.434], [4.723, -1.938, 0.531], [3.046, -2.448, 0.805], [1.746, -1.586, 4.116], [1.830, -0.222, 3.016], [2.638, -0.152, 4.577], [3.691, -3.940, 3.515], [4.541, -3.094, 4.792], [5.390, -3.559, 3.334], [5.064, 0.766, 2.962], [6.305, -0.477, 2.855], [5.515, -0.160, 4.383], [0.685, 1.350, 0.412], [1.221, 2.358, -0.192], [2.455, 2.437, -0.460], [2.243, -0.231, -1.289], [1.146, -0.324, -1.691], [3.088, 3.470, -1.109], [3.743, 4.254, -1.656]], "forces_ev_per_angstrom": [[-0.17, -0.18, 1.62], [0.49, 0.63, -0.36], [-0.64, -0.57, 0.42], [0.16, 0.10, 0.02], [-0.02, -0.08, 0.06], [-0.07, -0.08, -0.05], [0.07, 0.15, -0.10], [0.32, 0.24, -0.27], [-0.06, -0.04, -0.18], [-1.23, -0.29, -2.71], [-0.19, -2.46, 2.22], [0.63, 2.59, -0.50], [0.17, -0.94, 0.63], [0.39, 0.83, 0.50], [-0.34, -0.48, -0.57], [0.07, 0.23, 0.08], [-1.03, -0.45, -1.06], [-0.01, -0.11, 0.18], [-0.01, 0.11, -0.11], [-0.08, 0.00, -0.06], [-0.05, -0.07, 0.05], [0.00, -0.03, 0.14], [-0.04, -0.05, -0.08], [-0.12, 0.02, -0.07], [0.08, 0.18, 0.00], [-0.02, -0.05, 0.01], [-0.06, 0.09, 0.08], [1.05, 0.00, -0.61], [-0.63, -0.85, 0.58], [-0.72, 1.20, -0.32], [0.07, -0.11, 0.01], [0.28, -0.41, 0.10], [-0.03, -0.07, 0.04], [0.00, -0.16, 0.07], [-0.05, -0.03, 0.08], [-0.04, -0.08, 0.13], [-0.10, -0.05, 0.05], [-0.07, -0.01, 0.07], [0.35, -0.44, 0.47], [0.18, -0.10, -0.22], [0.12, 0.65, 0.24], [-0.76, 0.05, 0.07], [-0.24, -0.16, -0.35], [1.18, -0.20, -0.17], [0.06, 0.30, 0.72], [0.10, -0.39, 0.51], [0.46, -0.21, -0.43], [-0.12, 0.71, -0.26], [-0.41, -0.51, -0.29], [0.08, -0.16, -0.21], [0.09, 0.12, 0.06], [-0.10, -0.02, -0.02], [0.03, 0.05, -0.26], [-0.04, -0.07, -0.01], [0.18, -0.04, 0.14], [0.01, -0.11, -0.24], [0.01, -0.15, 0.18], [0.02, 0.25, 0.02], [-0.05, 0.09, -0.03], [0.02, -0.17, 0.11], [0.24, 0.04, 0.00], [-0.11, 0.12, -0.06], [-0.10, -0.19, -0.03], [-0.13, 0.02, 0.10], [0.16, 0.07, 0.09], [-0.23, -0.11, -0.09], [0.01, 0.04, 0.31], [0.24, -0.05, -0.14], [-0.02, 0.18, -0.01], [0.21, -0.07, -0.14], [-0.04, 0.03, 0.24], [0.46, 1.93, 0.12], [0.12, -0.26, 0.37], [-0.71, -0.99, 0.60], [0.19, -0.07, -0.40], [0.11, -0.18, -0.47], [0.65, 1.56, -0.81], [-0.23, -0.27, 0.25]]}